1.
Computed, not measured: a molecular structure, C5H7LiO3Sc, with ωB97M-V/def2-TZVPD.

The geometry in ORCA input format:
```
! wB97M-V def2-TZVPD RIJCOSX def2/J DEFGRID3
* xyz 3 1
C 0.234 -0.632 -2.683
C 1.053 0.000 -3.505
H -0.820 -0.829 -2.865
H 0.828 0.017 -4.570
H 1.698 0.803 -3.081
O 0.539 -0.619 -1.290
Sc -2.720 -0.044 1.169
O -1.561 -0.117 -0.616
C -0.388 -0.393 -0.380
O 0.181 -0.369 0.789
C -0.705 -0.255 2.020
C -0.085 0.823 2.883
H -0.542 -1.235 2.490
H 0.824 0.483 3.407
H -0.820 1.100 3.652
H 0.155 1.732 2.314
Li 2.129 -0.465 0.266
*
```

The value obtained for the total energy is -32313.5018 eV. For the energy above the lowest of the compared OMol25 structures with the same formula, charge and spin, the calculation gives 0.0 kJ/mol.

Results of the natural (NBO) charge analysis, in e, for atoms 1 through 2: atom 1 (C): 0.016, atom 2 (C): -0.301

=====

2.
Computed, not measured: a molecular structure, C4H8AlO7P, with ωB97M-V/def2-TZVPD.

The geometry in ORCA input format:
```
! wB97M-V def2-TZVPD RIJCOSX def2/J DEFGRID3
* xyz 0 1
Al 2.234 2.822 4.014
P 2.519 8.054 2.024
O 1.587 7.757 3.194
O 1.895 6.989 1.047
O 3.910 7.383 2.457
O 2.548 9.553 1.543
C -0.111 -5.436 -0.497
C 0.020 -3.966 -0.244
O -0.541 -3.192 -1.253
C -0.948 -1.904 -1.057
O -0.680 -1.198 -0.046
O -1.741 -1.517 -2.136
C -2.580 -0.374 -2.026
H -1.119 -5.669 -0.840
H 0.024 -5.987 0.434
H 0.592 -5.826 -1.234
H 1.042 -3.589 -0.228
H -0.338 -3.655 0.738
H -2.927 -0.344 -0.993
H -3.341 -0.475 -2.800
H -2.046 0.574 -2.098
*
```

The value obtained for the total energy is -34489.5524 eV. For the energy above the lowest of the compared OMol25 structures with the same formula, charge and spin, the calculation gives 507.9 kJ/mol.

Results of the natural (NBO) charge analysis, in e, for atoms 1 through 2: atom 1 (Al): 0.998, atom 2 (P): 2.360

=====

3.
Computed, not measured: a molecular structure, C25H28Al2BBr3Cl4F14N2NaO7V, with ωB97M-V/def2-TZVPD.

The geometry in ORCA input format:
```
! wB97M-V def2-TZVPD RIJCOSX def2/J DEFGRID3
* xyz 0 1
C -1.927 -3.577 1.965
B -2.350 -2.964 0.507
O -3.560 -3.531 -0.118
C -1.533 -1.754 -0.282
C -2.088 -0.257 0.070
C -3.311 -0.034 1.159
C -4.795 -0.360 0.515
C -5.938 0.722 0.989
Br -4.603 -0.322 -1.470
C -1.385 0.958 -0.692
C -1.955 2.482 -0.401
C -0.952 3.361 0.539
O -1.087 4.767 0.074
C -1.166 3.181 2.137
F -0.428 2.003 2.564
F -0.483 4.333 2.773
F -2.558 3.241 2.597
C -0.138 0.753 -1.737
N 0.374 2.031 -2.277
C 1.478 1.708 -3.182
C 2.247 2.999 -3.864
C 3.684 3.292 -3.105
C 3.500 4.017 -1.652
F 2.647 3.256 -0.729
Br 2.852 5.930 -1.824
C 5.014 4.013 -0.941
F 5.171 5.265 -0.189
F 6.098 3.838 -1.916
Br 5.043 2.451 0.353
C 2.032 0.269 -3.592
C 3.273 0.106 -4.662
C 2.697 0.362 -6.170
C 3.038 -0.832 -7.224
C 2.590 -2.313 -6.728
O 2.996 -3.341 -7.421
O 1.741 -2.590 -5.579
N 1.473 -0.952 -3.026
C 0.383 -0.728 -2.058
C -0.294 -2.023 -1.312
C 0.149 -3.560 -1.494
F -0.911 -4.427 -2.073
F 1.292 -3.778 -2.407
F 0.607 -4.206 -0.234
H -2.841 -4.086 2.511
H -1.572 -2.712 2.665
H -1.057 -4.345 1.886
H -3.858 -4.329 0.413
H -3.378 1.091 1.511
H -3.117 -0.633 2.158
H -5.133 -1.450 0.809
H -6.730 0.179 1.660
H -5.500 1.671 1.501
H -6.514 1.068 0.025
H -3.069 2.494 -0.078
H -1.928 3.001 -1.461
H 0.143 3.054 0.222
H -2.043 4.836 -0.225
H 2.383 2.859 -5.020
H 1.599 3.946 -3.679
H 4.269 4.038 -3.788
H 4.284 2.299 -2.893
H 3.692 -0.970 -4.514
H 4.142 0.849 -4.472
H 1.551 0.650 -6.114
H 3.247 1.326 -6.569
H 4.159 -0.807 -7.515
H 2.413 -0.615 -8.201
H 1.826 -3.555 -5.318
F 1.031 0.891 6.312
Al -0.696 1.208 5.973
F -0.883 2.861 5.319
F -1.641 1.051 7.480
F -1.292 0.015 4.765
O 1.186 -3.224 7.719
V 0.199 -3.186 6.275
O -0.785 -3.146 4.832
C -1.505 -7.332 8.079
Cl -1.726 -6.109 6.822
Cl -2.662 -7.110 9.395
H -1.650 -8.321 7.641
H -0.493 -7.251 8.479
Cl 0.113 1.078 -5.918
Na -3.977 4.053 1.700
Al 0.500 -0.917 4.494
Cl 5.217 5.588 -3.249
O 0.037 -2.405 10.465
H 0.985 -2.399 10.430
F 2.151 1.009 -0.409
*
```

The value obtained for the total energy is -385903.7020 eV.

Results of the Mulliken charge analysis, in e, for atoms 1 through 2: atom 1 (C): -0.579, atom 2 (B): 0.699

=====

4.
Computed, not measured: a molecular structure, C72H180BF4N12Na3O28P, with ωB97M-V/def2-TZVPD.

The geometry in ORCA input format:
```
! wB97M-V def2-TZVPD RIJCOSX def2/J DEFGRID3
* xyz -1 1
Na 2.750 -3.197 -2.512
Na 0.033 -4.129 0.029
Na -0.929 -2.992 -3.189
B -0.055 -1.074 -0.868
F -0.336 0.228 -0.678
F -1.230 -1.742 -0.974
F 0.696 -1.357 -2.000
F 0.620 -1.518 0.252
P 0.629 -5.253 -2.496
O -0.797 -4.946 -1.980
O 1.682 -4.907 -1.410
O 0.988 -4.314 -3.660
O 0.706 -6.738 -2.933
C 0.510 2.619 -2.486
O -0.383 3.242 -3.365
C -0.855 4.501 -2.858
C -2.040 4.893 -3.832
N -1.668 4.965 -5.254
C -0.802 6.148 -5.500
C -1.449 7.487 -5.138
O -2.420 7.782 -6.115
C -3.298 8.894 -5.938
H 1.515 3.039 -2.516
H 0.653 1.554 -2.672
H 0.096 2.675 -1.479
H -0.090 5.276 -2.902
H -1.172 4.471 -1.816
H -2.542 5.778 -3.439
H -2.838 4.157 -3.730
H -1.035 4.185 -5.357
H -0.396 6.143 -6.511
H 0.099 6.070 -4.891
H -0.685 8.264 -5.170
H -1.770 7.649 -4.109
H -3.613 8.997 -4.899
H -4.161 8.898 -6.604
H -2.809 9.832 -6.200
C -7.174 -3.379 -0.773
O -5.811 -3.176 -0.966
C -5.207 -3.664 -2.167
C -3.746 -3.172 -2.393
N -3.439 -3.409 -3.769
C -3.863 -2.374 -4.751
C -3.062 -1.092 -4.527
O -1.665 -1.375 -4.659
C -0.794 -0.247 -4.526
H -7.728 -2.666 -1.384
H -7.427 -3.285 0.283
H -7.362 -4.435 -0.963
H -5.784 -3.262 -3.000
H -5.212 -4.752 -2.234
H -3.016 -3.669 -1.753
H -3.556 -2.146 -2.079
H -3.712 -4.352 -4.006
H -4.919 -2.147 -4.606
H -3.726 -2.793 -5.748
H -3.246 -0.695 -3.528
H -3.284 -0.304 -5.246
H -0.901 0.457 -5.352
H 0.264 -0.470 -4.390
H -1.098 0.357 -3.671
C -2.275 -0.007 5.414
O -1.466 -0.445 4.317
C -1.484 0.544 3.240
C -0.046 0.864 2.769
N 0.621 1.680 3.759
C 1.833 2.350 3.351
C 2.527 3.116 4.506
O 1.608 4.152 4.905
C 2.185 5.145 5.729
H -2.282 -0.732 6.229
H -3.311 0.199 5.146
H -1.983 0.927 5.894
H -2.060 1.432 3.500
H -1.963 0.133 2.351
H -0.062 1.284 1.763
H 0.631 0.012 2.705
H 0.602 1.183 4.638
H 1.648 3.102 2.584
H 2.603 1.655 3.017
H 3.415 3.563 4.060
H 2.879 2.457 5.300
H 2.891 4.715 6.440
H 1.446 5.675 6.330
H 2.687 5.881 5.102
C 2.879 -8.901 1.267
O 2.736 -9.034 -0.153
C 1.659 -9.899 -0.600
C 0.257 -9.443 -0.357
N 0.086 -8.005 -0.436
C -1.265 -7.616 -0.062
C -1.472 -7.450 1.448
O -1.833 -8.670 2.070
C -2.083 -8.490 3.456
H 2.918 -9.886 1.731
H 2.082 -8.299 1.704
H 3.769 -8.334 1.541
H 1.901 -10.919 -0.303
H 1.713 -9.832 -1.687
H 0.013 -9.798 0.644
H -0.452 -9.965 -1.000
H 0.257 -7.610 -1.349
H -2.056 -8.176 -0.561
H -1.342 -6.612 -0.479
H -2.266 -6.729 1.640
H -0.574 -7.120 1.970
H -2.944 -7.852 3.652
H -1.191 -8.113 3.956
H -2.272 -9.456 3.924
C 4.396 -0.885 3.779
O 4.457 -1.052 2.369
C 3.274 -1.694 1.944
C 3.519 -2.311 0.548
N 3.292 -1.464 -0.604
C 4.064 -0.234 -0.551
C 3.961 0.401 -1.975
O 4.871 1.498 -2.051
C 5.296 1.721 -3.373
H 4.203 -1.833 4.281
H 3.590 -0.254 4.153
H 5.291 -0.493 4.263
H 2.397 -1.047 1.960
H 2.923 -2.553 2.516
H 2.761 -3.092 0.475
H 4.443 -2.876 0.671
H 2.321 -1.264 -0.411
H 5.142 -0.348 -0.433
H 3.751 0.396 0.282
H 2.966 0.780 -2.209
H 4.154 -0.367 -2.724
H 5.933 2.604 -3.407
H 4.470 1.949 -4.046
H 5.885 0.887 -3.754
C 3.169 -2.118 -5.520
O 4.008 -2.100 -4.370
C 5.198 -2.780 -4.569
C 5.838 -3.179 -3.245
N 5.007 -4.085 -2.419
C 5.795 -4.603 -1.308
C 5.045 -5.521 -0.328
O 4.884 -6.816 -0.850
C 6.057 -7.549 -1.104
H 2.260 -1.530 -5.400
H 2.979 -3.170 -5.734
H 3.679 -1.746 -6.409
H 5.837 -2.203 -5.237
H 5.009 -3.732 -5.064
H 6.051 -2.260 -2.699
H 6.800 -3.595 -3.546
H 4.801 -4.853 -3.043
H 6.153 -3.761 -0.716
H 6.636 -5.118 -1.772
H 4.109 -5.093 0.030
H 5.699 -5.584 0.542
H 5.771 -8.566 -1.374
H 6.731 -7.738 -0.268
H 6.542 -7.097 -1.969
C 1.900 -9.319 -6.491
O 1.101 -8.100 -6.583
C 0.559 -7.937 -7.917
C -0.485 -6.840 -7.948
N 0.083 -5.568 -7.492
C -0.913 -4.490 -7.541
C -0.369 -3.154 -7.172
O 0.257 -2.647 -8.359
C 0.805 -1.310 -8.224
H 1.255 -10.190 -6.606
H 2.325 -9.259 -5.489
H 2.774 -9.360 -7.141
H 0.072 -8.815 -8.341
H 1.279 -7.641 -8.681
H -1.295 -7.146 -7.286
H -0.849 -6.765 -8.973
H 0.826 -5.263 -8.104
H -1.725 -4.618 -6.824
H -1.374 -4.408 -8.525
H 0.289 -3.110 -6.305
H -1.102 -2.484 -6.722
H 1.730 -1.230 -7.653
H 0.137 -0.640 -7.683
H 0.996 -0.808 -9.172
C 1.439 -1.448 5.894
O 1.355 -0.027 6.097
C 1.823 0.417 7.409
C 1.420 1.909 7.725
N 2.157 2.429 8.909
C 1.747 3.749 9.266
C 2.393 4.137 10.592
O 1.773 3.344 11.627
C 2.097 3.776 12.944
H 1.266 -1.799 4.876
H 0.676 -1.835 6.570
H 2.349 -1.906 6.284
H 2.905 0.288 7.385
H 1.451 -0.200 8.227
H 0.339 1.934 7.865
H 1.436 2.591 6.875
H 2.094 1.863 9.743
H 0.679 3.843 9.463
H 1.954 4.474 8.478
H 2.125 5.167 10.832
H 3.448 3.871 10.654
H 3.147 4.042 13.064
H 1.762 2.995 13.627
H 1.659 4.723 13.258
C 4.102 2.932 0.951
O 4.214 4.317 0.990
C 3.753 4.911 -0.180
C 4.310 6.389 -0.147
N 3.552 7.074 0.898
C 4.239 8.233 1.420
C 3.608 8.683 2.779
O 3.951 7.753 3.812
C 3.675 8.262 5.146
H 3.101 2.593 0.682
H 4.346 2.513 1.927
H 4.755 2.475 0.207
H 2.673 4.916 -0.334
H 4.052 4.404 -1.098
H 4.218 6.996 -1.048
H 5.382 6.332 0.040
H 3.560 6.408 1.658
H 4.118 9.020 0.675
H 5.286 8.011 1.624
H 2.561 8.983 2.735
H 4.208 9.561 3.019
H 2.610 8.432 5.303
H 4.227 9.172 5.380
H 4.010 7.623 5.964
C -6.227 8.774 -0.582
O -5.694 7.458 -0.990
C -4.804 7.520 -2.145
C -3.475 8.152 -1.705
N -2.754 7.171 -0.898
C -1.584 7.729 -0.214
C -0.713 6.587 0.388
O -1.410 5.847 1.349
C -0.776 4.665 1.846
H -5.435 9.399 -0.169
H -6.967 8.759 0.218
H -6.596 9.319 -1.451
H -5.206 8.118 -2.963
H -4.826 6.523 -2.586
H -3.634 9.094 -1.180
H -2.828 8.390 -2.550
H -3.387 6.802 -0.202
H -1.782 8.564 0.458
H -1.026 8.147 -1.052
H 0.086 7.125 0.899
H -0.338 6.045 -0.480
H -1.542 4.090 2.368
H -0.046 4.893 2.623
H -0.334 4.110 1.019
C -5.177 -5.020 1.966
O -4.231 -4.599 2.970
C -3.721 -3.283 2.766
C -2.527 -3.244 1.757
N -1.438 -4.159 2.107
C -0.632 -3.601 3.162
C 0.441 -4.615 3.590
O 1.339 -4.726 2.513
C 2.269 -5.816 2.670
H -4.826 -4.744 0.971
H -6.157 -4.542 1.985
H -5.212 -6.104 2.068
H -3.458 -2.924 3.761
H -4.494 -2.579 2.458
H -2.166 -2.215 1.784
H -2.899 -3.425 0.749
H -1.879 -4.994 2.466
H -1.231 -3.347 4.036
H -0.106 -2.699 2.849
H 0.040 -5.558 3.961
H 0.896 -4.250 4.511
H 1.806 -6.665 3.173
H 3.070 -5.566 3.367
H 2.770 -6.082 1.740
C -3.768 0.872 -0.376
O -4.752 1.856 -0.543
C -4.240 3.141 -0.498
C -5.256 4.228 -0.877
N -6.134 4.624 0.204
C -7.239 3.698 0.429
C -8.073 4.218 1.689
O -9.112 5.203 1.474
C -8.672 6.532 1.297
H -3.190 1.025 0.536
H -3.018 0.898 -1.166
H -4.201 -0.127 -0.430
H -3.322 3.187 -1.083
H -3.880 3.402 0.497
H -5.878 3.966 -1.733
H -4.618 5.072 -1.138
H -6.304 5.613 0.088
H -6.936 2.653 0.500
H -7.929 3.737 -0.415
H -7.352 4.592 2.416
H -8.645 3.352 2.022
H -8.001 6.758 2.127
H -9.541 7.181 1.403
H -8.124 6.688 0.368
*
```

The value obtained for the total energy is -186876.5373 eV.

Results of the Mulliken charge analysis, in e, for atoms 1 through 2: atom 1 (Na): 0.322, atom 2 (Na): 0.323

=====

5.
Computed, not measured: 2 unconnected molecules or ions with the total composition C3H5NO2, with ωB97M-V/def2-TZVPD.

The geometry in ORCA input format:
```
! wB97M-V def2-TZVPD RIJCOSX def2/J DEFGRID3
* xyz 0 1
O -0.529 1.033 -2.080
C 0.057 0.493 -1.232
N 0.704 -0.036 -0.335
C 0.316 0.234 1.013
C -1.094 -0.240 1.304
O -1.815 -0.747 0.483
H 0.366 1.313 1.203
H 1.015 -0.253 1.697
H -1.427 -0.052 2.341
H 1.310 -0.996 -1.859
H 1.097 -0.750 -2.536
*
```

The SMILES is O=C=NCC=O.[H][H]. The value obtained for the total energy is -8775.0013 eV. For the energy above the lowest of the compared OMol25 structures with the same formula, charge and spin, the calculation gives 259.9 kJ/mol.

Results of the natural (NBO) charge analysis, in e, for atoms 1 through 2: atom 1 (O): -0.477, atom 2 (C): 0.916

=====

6.
Computed, not measured: 2 unconnected molecules or ions with the total composition C3HF2O2S, with ωB97M-V/def2-TZVPD.

The geometry in ORCA input format:
```
! wB97M-V def2-TZVPD RIJCOSX def2/J DEFGRID3
* xyz -1 1
C -0.145 0.143 -0.188
C 0.471 1.041 0.385
C 0.716 2.133 1.227
O -0.625 0.776 3.428
O 1.810 1.310 3.160
F -0.735 3.616 0.673
F 1.826 2.764 0.960
S 0.412 1.825 3.135
H -0.455 -0.829 -0.367
*
```

The value obtained for the total energy is -23488.7346 eV. For the energy above the lowest of the compared OMol25 structures with the same formula, charge and spin, the calculation gives 243.3 kJ/mol.

Results of the natural (NBO) charge analysis, in e, for atoms 1 through 2: atom 1 (C): -0.114, atom 2 (C): -0.141